[1]
A 12-piece molecular cluster, C48H72O36 overall in a non-equilibrium geometry. Source: the Open Molecules 2025 dataset; level of theory: wB97M-V/def2-TZVPD.

Output
Strongest force on any atom ... 6.98 eV/Å
Charge ... 0
E_tot ... -124650.8418 eV

Each line ends with the Mulliken charge.
CARTESIAN COORDINATES (ANGSTROEM)
C 9.51829 1.02004 2.87046  -1.4604
C 8.07456 0.58861 2.43490  0.6145
C 7.91881 -0.93163 2.26584  -0.4470
O 6.84964 -1.23243 3.14544  -0.2943
C 6.34092 -0.11228 3.63249  0.6703
O 5.33698 -0.10322 4.26906  -0.5707
O 7.18927 0.91278 3.45630  -0.3264
H 9.60634 2.09684 3.01483  0.3536
H 10.28786 0.81632 2.12591  0.3973
H 9.86754 0.52716 3.77777  0.3454
H 7.90463 1.11828 1.49753  0.1837
H 8.83885 -1.38644 2.63294  0.2630
H 7.74031 -1.36373 1.28120  0.2711
C 10.10478 -11.70005 4.67436  -1.3793
C 10.17027 -12.69383 3.50886  0.5343
C 9.02996 -12.51327 2.43342  -0.3394
O 9.73624 -12.23849 1.27297  -0.3310
C 11.03149 -12.17627 1.45203  0.6947
O 11.84303 -12.01602 0.57553  -0.5573
O 11.32283 -12.45576 2.74775  -0.3806
H 11.01626 -11.67249 5.27149  0.3540
H 9.26684 -11.94465 5.32714  0.3682
H 9.90756 -10.70359 4.27904  0.3256
H 10.24944 -13.71028 3.89443  0.2687
H 8.36934 -11.67497 2.65467  0.2408
H 8.38915 -13.38739 2.31769  0.2017
C -0.26406 0.54004 8.37874  -1.4009
C 1.11409 0.06127 8.88962  0.3760
C 1.30411 0.42306 10.39178  -0.4273
O 1.96346 -0.78823 10.77303  -0.3360
C 1.74085 -1.79123 9.92242  0.6667
O 2.24469 -2.91536 10.01301  -0.5904
O 0.93290 -1.31086 8.91557  -0.2961
H -1.12754 0.09505 8.87319  0.3535
H -0.38204 0.32065 7.31759  0.3209
H -0.33927 1.62121 8.49508  0.3952
H 1.98242 0.31709 8.28245  0.3624
H 0.36469 0.44579 10.94412  0.2748
H 1.95725 1.27363 10.58680  0.3005
C -0.01492 -13.26262 6.15401  -1.4026
C -0.53748 -12.16272 7.09408  0.4995
C 0.55808 -11.60125 7.97897  -0.4438
O 0.64623 -10.24098 7.64187  -0.3019
C -0.13377 -9.95316 6.63171  0.6820
O -0.31485 -8.86324 6.11461  -0.5927
O -0.74928 -11.10777 6.24990  -0.3681
H -0.72818 -13.83069 5.55679  0.3737
H 0.62249 -13.92210 6.74298  0.3665
H 0.56685 -12.79975 5.35690  0.3202
H -1.44835 -12.54400 7.55565  0.2651
H 1.52068 -12.02819 7.69750  0.2880
H 0.38285 -11.86280 9.02251  0.3145
C -1.27725 -1.80248 2.83894  -1.3815
C -1.29975 -3.27535 3.15767  0.4868
C -2.59757 -4.01685 2.81866  -0.4903
O -2.32945 -5.04897 1.93890  -0.3161
C -1.04349 -4.97245 1.60133  0.6975
O -0.37135 -5.65723 0.77231  -0.6137
O -0.49472 -3.92557 2.24822  -0.3486
H -1.27640 -1.67132 1.75686  0.3587
H -0.40178 -1.28218 3.22745  0.3271
H -2.17509 -1.35938 3.26982  0.3754
H -1.08268 -3.57250 4.18367  0.3077
H -3.26055 -3.29792 2.33731  0.2682
H -3.09477 -4.39349 3.71254  0.3280
C 13.32475 -8.81023 11.18469  -1.3668
C 12.71684 -7.50919 10.59442  0.4661
C 11.85084 -7.76913 9.34612  -0.4627
O 10.56055 -7.34106 9.71927  -0.2759
C 10.57392 -6.84327 10.93348  0.6543
O 9.54990 -6.48591 11.58293  -0.6036
O 11.80462 -7.02444 11.50603  -0.3348
H 13.93555 -8.56540 12.05365  0.3489
H 13.98210 -9.31326 10.47549  0.3810
H 12.57734 -9.51877 11.54169  0.3473
H 13.44762 -6.76455 10.27886  0.2782
H 11.74575 -8.83624 9.15035  0.2424
H 12.23724 -7.32428 8.42911  0.3244
C 2.51933 -10.48378 1.05617  -1.4082
C 3.48516 -10.75081 -0.07040  0.5163
C 2.97769 -11.46348 -1.34604  -0.4840
O 3.51178 -10.80021 -2.42757  -0.2947
C 3.96056 -9.61333 -2.01886  0.6174
O 4.32961 -8.71117 -2.77937  -0.5764
O 3.79124 -9.46601 -0.63344  -0.3215
H 2.51046 -11.35636 1.70933  0.3871
H 1.48761 -10.22780 0.81505  0.3572
H 2.92286 -9.64672 1.62589  0.3235
H 4.43955 -11.17157 0.24614  0.2599
H 1.89272 -11.35889 -1.34641  0.3153
H 3.30918 -12.50185 -1.34221  0.3089
C 3.89546 -5.62123 5.30703  -1.3778
C 5.23653 -6.33578 5.62127  0.4150
C 5.47604 -6.68943 7.08368  -0.3674
O 5.66728 -8.07099 7.07263  -0.3411
C 5.37192 -8.58678 5.83516  0.7048
O 5.39873 -9.79661 5.53406  -0.6618
O 5.20026 -7.60603 4.99134  -0.3180
H 3.57225 -5.65602 4.26663  0.3560
H 3.94866 -4.58265 5.63354  0.3758
H 3.14672 -6.06913 5.96038  0.3490
H 6.14315 -5.85227 5.25746  0.3382
H 4.66819 -6.50034 7.79059  0.2809
H 6.33349 -6.09672 7.40236  0.2475
C 8.35280 -1.64856 8.21608  -1.4050
C 7.41414 -0.96256 9.25748  0.4949
C 8.13118 -0.63596 10.53694  -0.4497
O 7.84159 0.71209 10.69429  -0.3204
C 7.14302 1.17125 9.70945  0.6673
O 6.87359 2.39154 9.52621  -0.6213
O 7.05852 0.25841 8.72950  -0.3074
H 8.87063 -0.91969 7.59261  0.3934
H 7.65564 -2.16056 7.55282  0.3159
H 8.97267 -2.48512 8.53860  0.3898
H 6.54435 -1.55571 9.53985  0.2820
H 9.20068 -0.84069 10.48852  0.2540
H 7.68495 -1.06916 11.43210  0.3070
C 6.61313 -17.78558 3.41699  -1.3492
C 5.45819 -17.08441 4.16787  0.4760
C 4.61827 -16.23497 3.31137  -0.3490
O 3.35569 -16.81590 3.30318  -0.2850
C 3.36631 -17.84373 4.07440  0.6373
O 2.37657 -18.54908 4.31261  -0.5912
O 4.61296 -18.03023 4.61681  -0.3451
H 7.26760 -17.03235 2.97834  0.3372
H 6.23889 -18.37103 2.57717  0.3396
H 7.18008 -18.39024 4.12484  0.3553
H 5.87202 -16.58565 5.04428  0.2655
H 4.95969 -16.01313 2.30027  0.2720
H 4.62746 -15.25840 3.79544  0.2353
C 9.38265 -7.50364 -2.09415  -1.3726
C 9.41145 -6.45866 -0.94187  0.4766
C 8.34608 -6.58144 0.09798  -0.3637
O 9.04069 -6.08791 1.24591  -0.2824
C 10.39915 -6.30553 1.06217  0.6746
O 11.36529 -6.03876 1.79920  -0.6111
O 10.56889 -6.64974 -0.18682  -0.3561
H 9.23300 -8.46167 -1.59628  0.3260
H 10.37156 -7.63706 -2.53275  0.3743
H 8.69570 -7.26973 -2.90746  0.3547
H 9.54212 -5.48845 -1.42117  0.2590
H 7.99237 -7.60050 0.25454  0.2633
H 7.44637 -5.97781 -0.02137  0.2565
C 4.04039 -8.91501 12.57006  -1.4077
C 4.00208 -8.31763 13.97479  0.5035
C 4.30567 -6.84712 13.99007  -0.4308
O 3.30804 -6.19556 14.72947  -0.3175
C 2.34752 -7.09372 14.94919  0.6799
O 1.26418 -6.85941 15.51472  -0.5867
O 2.72421 -8.28759 14.43242  -0.3443
H 3.75438 -9.96661 12.59114  0.3533
H 5.09683 -8.88046 12.30392  0.3887
H 3.42721 -8.42946 11.81088  0.3458
H 4.60359 -8.81987 14.73245  0.2614
H 4.28328 -6.44030 12.97908  0.2551
H 5.25077 -6.62228 14.48435  0.3010

[2]
C4H5I2NO as an isolated structure in a non-equilibrium geometry. Source: the Open Molecules 2025 dataset; level of theory: wB97M-V/def2-TZVPD.

Output
Strongest force on any atom ... 1.18 eV/Å
Charge ... 0
E_tot ... -23967.0775 eV

Each line ends with the natural charge from an NBO analysis.
CARTESIAN COORDINATES (ANGSTROEM)
C 0.70218 1.71110 1.00057  -0.6559
C -0.25823 0.59374 1.22898  -0.2392
C 0.77694 -2.01392 -1.77057  0.8628
C -1.49232 0.57304 0.76116  -0.3639
N 0.56129 -2.96360 -2.45179  -0.7707
O 0.77985 -1.08023 -1.08987  -0.5192
I -2.77974 -1.07198 1.07450  0.1762
I -2.31669 2.15495 -0.36261  0.1690
H 0.27513 2.66827 1.29668  0.2289
H 0.94525 1.76916 -0.06003  0.2353
H 0.09968 -0.25846 1.78926  0.2271
H 1.62061 1.54567 1.55429  0.2217
H 1.08605 -3.62774 -2.97058  0.4278

[3]
C26H22BN6O8PbS2 as an isolated structure. Source: the Open Molecules 2025 dataset; level of theory: wB97M-V/def2-TZVPD.

Output
Strongest force on any atom ... 0.33 eV/Å
Charge ... -1
E_tot ... -80237.0553 eV

Each line ends with the natural charge from an NBO analysis.
CARTESIAN COORDINATES (ANGSTROEM)
Pb -0.13197 -0.17480 -0.25202  2.2395
O 0.80044 -1.22873 1.35939  -0.8060
C 1.85613 -0.77456 2.00711  0.4520
C 2.91991 -1.65690 2.26490  -0.2858
C 4.01660 -1.23826 2.98305  -0.1791
C 4.10391 0.06845 3.47296  -0.2753
C 3.06507 0.93860 3.23723  -0.1473
C 1.93348 0.54551 2.50733  -0.2334
C 0.88272 1.51562 2.31331  0.1572
N -0.13771 1.34276 1.55763  -0.3280
N -1.05131 2.37032 1.51797  -0.4403
C -1.90965 2.17185 0.55121  0.5706
O -1.89073 1.19527 -0.26906  -0.7323
C -2.99141 3.17906 0.37282  -0.0408
C -3.99324 2.94319 -0.56172  -0.1847
C -5.00632 3.87278 -0.74280  -0.2239
C -5.01983 5.04246 0.00312  -0.2119
C -4.01723 5.28045 0.93493  -0.2293
C -3.00612 4.35231 1.12162  -0.1833
H 2.85051 -2.65369 1.85385  0.2417
H 4.82899 -1.93233 3.16266  0.2064
H 4.97396 0.38591 4.03200  0.2059
H 3.10278 1.95553 3.61211  0.2024
H 0.94336 2.45899 2.85611  0.1864
H -3.96272 2.02777 -1.13673  0.2394
H -5.78662 3.68188 -1.46851  0.2077
H -5.80872 5.76999 -0.14228  0.2032
H -4.02263 6.19371 1.51693  0.2044
H -2.21819 4.51971 1.84274  0.2321
B 0.60500 2.49519 -2.15861  0.1655
N -0.30345 1.48288 -2.93418  -0.2753
C -0.89468 1.57478 -4.12694  -0.0004
C -1.57451 0.39400 -4.38519  -0.3594
C -1.34146 -0.40330 -3.26653  0.0031
N -0.57118 0.27213 -2.41776  -0.3560
N 1.91165 1.73124 -1.80653  -0.2905
C 3.12429 1.81239 -2.35485  0.0057
C 3.94119 0.84397 -1.79378  -0.3481
C 3.12201 0.18039 -0.88689  0.0020
N 1.91197 0.74027 -0.88705  -0.3698
H 0.06922 2.81771 -1.13139  -0.0370
H 0.86169 3.41122 -2.89528  -0.0414
H -0.77012 2.46750 -4.71615  0.2170
H -2.14248 0.14036 -5.26206  0.2260
H -1.65531 -1.40732 -3.02438  0.2710
H 3.31919 2.55386 -3.11096  0.2183
H 4.97258 0.63846 -2.01669  0.2260
H 3.32686 -0.67888 -0.27072  0.2542
O -3.37935 -3.30416 0.29641  -0.9661
S -2.12333 -2.94623 -0.30822  2.4353
O -1.98023 -3.19380 -1.71636  -0.9623
O -1.83148 -1.50103 0.05322  -1.0255
C -0.87613 -3.91128 0.55278  -0.3557
C -1.34477 -4.59965 1.66651  -0.1777
C -0.51099 -5.42111 2.40684  -0.2176
C 0.81262 -5.56827 2.02931  -0.2092
C 1.28933 -4.87433 0.93006  -0.2206
C 0.46407 -4.03615 0.18928  -0.2042
S 1.30679 -3.22951 -1.17826  2.4366
O 1.19269 -4.09984 -2.31492  -0.9488
O 2.64769 -2.98541 -0.68745  -1.0038
O 0.57707 -1.94709 -1.41578  -1.0386
H -2.38441 -4.48500 1.93475  0.2482
H -0.90124 -5.94429 3.27054  0.2072
H 1.47835 -6.21288 2.58926  0.2066
H 2.32743 -4.95967 0.64009  0.2376